{"formula": "C6H10S", "method": "the ωB97M-V functional and the def2-TZVPD basis", "relative_energy_kcal_mol": 78.57, "homo_lumo_gap_ev": 6.700, "elements": ["C", "C", "C", "C", "C", "C", "S", "H", "H", "H", "H", "H", "H", "H", "H", "H", "H"], "coordinates": [[1.69, -0.42, -0.05], [0.49, 0.05, 0.11], [2.11, -1.82, -0.35], [-1.13, 1.75, -0.67], [-1.77, -0.29, 0.71], [-0.70, 0.78, 0.44], [2.97, 0.82, 0.17], [2.93, -1.80, -1.07], [1.28, -2.41, -0.74], [2.48, -2.28, 0.57], [-0.90, 1.34, -1.65], [-0.62, 2.71, -0.57], [-2.20, 1.92, -0.62], [-2.05, -0.80, -0.21], [-2.66, 0.16, 1.14], [-1.39, -1.03, 1.41], [-0.54, 1.33, 1.38]]}

{"formula": "C32H64O24", "method": "the ωB97M-V functional and the def2-TZVPD basis", "relative_energy_kcal_mol": 45.40, "smiles": "CCOC(=O)OC.CCOC(=O)OC.CCOC(=O)OC.CCOC(=O)OC.CCOC(=O)OC.CCOC(=O)OC.CCOC(=O)OC.CCOC(=O)OC", "homo_lumo_gap_ev": 11.258, "elements": ["C", "C", "O", "C", "O", "O", "C", "H", "H", "H", "H", "H", "H", "H", "H", "C", "C", "O", "C", "O", "O", "C", "H", "H", "H", "H", "H", "H", "H", "H", "C", "C", "O", "C", "O", "O", "C", "H", "H", "H", "H", "H", "H", "H", "H", "C", "C", "O", "C", "O", "O", "C", "H", "H", "H", "H", "H", "H", "H", "H", "C", "C", "O", "C", "O", "O", "C", "H", "H", "H", "H", "H", "H", "H", "H", "C", "C", "O", "C", "O", "O", "C", "H", "H", "H", "H", "H", "H", "H", "H", "C", "C", "O", "C", "O", "O", "C", "H", "H", "H", "H", "H", "H", "H", "H", "C", "C", "O", "C", "O", "O", "C", "H", "H", "H", "H", "H", "H", "H", "H"], "coordinates": [[2.03, 1.34, 4.38], [0.96, 0.23, 4.46], [0.78, -0.08, 5.86], [-0.22, -0.95, 6.07], [-0.72, -1.69, 5.27], [-0.49, -0.90, 7.38], [-1.49, -1.78, 7.85], [3.00, 0.88, 4.58], [1.84, 2.08, 5.16], [1.93, 1.93, 3.48], [1.22, -0.62, 3.85], [0.05, 0.77, 4.18], [-1.55, -1.68, 8.93], [-1.17, -2.82, 7.72], [-2.46, -1.60, 7.39], [-1.29, 8.70, 0.72], [-0.31, 7.66, 1.21], [-0.75, 6.33, 1.11], [-1.43, 5.83, 2.14], [-1.72, 6.49, 3.10], [-1.62, 4.55, 1.92], [-2.19, 3.70, 2.91], [-2.18, 8.76, 1.36], [-1.65, 8.57, -0.31], [-0.99, 9.76, 0.75], [0.09, 7.91, 2.19], [0.58, 7.78, 0.57], [-2.93, 3.05, 2.45], [-2.67, 4.18, 3.76], [-1.38, 3.02, 3.16], [4.24, -4.75, -3.90], [3.80, -4.18, -2.58], [4.26, -2.86, -2.46], [4.30, -2.21, -1.30], [4.36, -2.65, -0.20], [4.44, -0.93, -1.70], [4.75, 0.08, -0.75], [3.78, -5.70, -4.18], [5.32, -4.91, -3.97], [3.96, -4.03, -4.68], [4.24, -4.78, -1.78], [2.72, -4.34, -2.52], [4.16, 0.98, -0.93], [5.80, 0.35, -0.89], [4.54, -0.25, 0.26], [-0.25, -0.94, -2.93], [1.20, -1.39, -3.01], [1.52, -1.94, -4.30], [0.93, -3.06, -4.68], [0.39, -3.86, -3.95], [1.07, -3.18, -5.99], [0.57, -4.36, -6.59], [-0.55, -0.71, -3.95], [-0.31, -0.10, -2.24], [-0.88, -1.71, -2.49], [1.46, -2.02, -2.16], [1.84, -0.52, -2.92], [-0.38, -4.13, -7.07], [0.29, -5.18, -5.92], [1.24, -4.68, -7.38], [-5.85, 1.02, 0.00], [-5.81, -0.49, -0.17], [-5.89, -1.09, 1.13], [-4.78, -1.45, 1.74], [-3.68, -1.24, 1.31], [-5.06, -2.07, 2.87], [-4.18, -3.09, 3.31], [-5.92, 1.57, -0.95], [-4.91, 1.37, 0.44], [-6.67, 1.26, 0.67], [-5.02, -0.93, -0.76], [-6.78, -0.70, -0.62], [-4.64, -4.08, 3.27], [-3.89, -2.86, 4.33], [-3.30, -3.15, 2.66], [4.24, 5.01, -2.78], [4.96, 3.70, -2.52], [5.95, 3.75, -1.49], [5.65, 3.62, -0.21], [4.59, 3.85, 0.35], [6.67, 3.13, 0.45], [6.75, 3.28, 1.87], [5.00, 5.79, -2.77], [3.45, 5.24, -2.07], [3.78, 5.08, -3.76], [5.50, 3.47, -3.43], [4.30, 2.85, -2.35], [6.13, 2.47, 2.28], [6.40, 4.23, 2.25], [7.77, 3.03, 2.15], [1.60, 2.62, -1.10], [1.00, 2.87, 0.28], [0.01, 1.88, 0.49], [0.36, 0.66, 0.88], [1.46, 0.30, 1.23], [-0.69, -0.11, 0.68], [-0.57, -1.53, 0.81], [2.13, 3.49, -1.51], [0.86, 2.52, -1.90], [2.30, 1.79, -1.15], [0.52, 3.84, 0.32], [1.84, 2.82, 0.97], [-1.51, -1.93, 0.41], [-0.43, -1.79, 1.85], [0.21, -1.89, 0.14], [-1.93, -4.59, -1.31], [-3.31, -3.97, -1.49], [-4.29, -5.01, -1.31], [-5.51, -4.70, -1.76], [-5.89, -3.61, -2.07], [-6.23, -5.82, -1.68], [-7.54, -5.76, -2.24], [-1.94, -5.67, -1.16], [-1.44, -4.16, -0.44], [-1.32, -4.50, -2.20], [-3.45, -3.48, -2.46], [-3.47, -3.15, -0.78], [-8.21, -5.46, -1.44], [-7.79, -6.70, -2.73], [-7.62, -4.97, -2.99]]}

{"formula": "C5H10O2", "method": "the ωB97M-V functional and the def2-TZVPD basis", "relative_energy_kcal_mol": 156.46, "homo_lumo_gap_ev": [7.356, 7.354], "elements": ["C", "C", "C", "O", "C", "C", "O", "H", "H", "H", "H", "H", "H", "H", "H", "H", "H"], "coordinates": [[1.84, 0.02, -0.55], [-0.03, -0.01, 1.16], [-0.98, 0.96, 0.53], [-0.35, 2.12, -0.01], [-1.35, -0.17, -0.49], [-0.44, -1.11, 0.31], [0.74, -1.55, -0.57], [2.72, -0.45, -0.13], [1.59, 0.97, -0.13], [1.79, -0.02, -1.64], [0.30, -0.04, 2.20], [-1.85, 1.28, 1.13], [-1.03, 2.67, -0.40], [-2.40, -0.46, -0.52], [-0.99, 0.03, -1.50], [-0.84, -2.07, 0.66], [1.26, -2.17, -0.03]]}

{"formula": "C9H7FO7", "method": "the ωB97M-V functional and the def2-TZVPD basis", "relative_energy_kcal_mol": 0.00, "smiles": "O=C1C=C(O)C(=O)C=C1O.O=C1OC[C@@H](F)O1", "homo_lumo_gap_ev": 8.975, "elements": ["O", "C", "C", "C", "O", "C", "O", "C", "C", "O", "H", "H", "H", "H", "O", "C", "O", "C", "C", "F", "O", "H", "H", "H"], "coordinates": [[-0.56, -0.68, -0.18], [-1.01, -0.08, -1.13], [-2.35, -0.33, -1.70], [-2.98, 0.68, -2.30], [-4.19, 0.66, -2.86], [-2.33, 2.05, -2.33], [-2.99, 3.05, -2.32], [-0.85, 2.05, -2.34], [-0.21, 1.02, -1.79], [1.15, 0.94, -1.66], [-2.78, -1.32, -1.59], [-4.45, -0.24, -3.06], [-0.33, 2.90, -2.76], [1.52, 0.44, -2.39], [3.78, -3.08, 3.85], [3.09, -2.23, 3.40], [2.32, -2.35, 2.30], [1.50, -1.18, 2.17], [2.29, -0.16, 2.98], [1.49, 0.71, 3.64], [2.96, -0.97, 3.92], [0.53, -1.36, 2.63], [1.37, -0.92, 1.12], [3.02, 0.41, 2.41]]}

{"formula": "C38H26IN6O7PbS2", "method": "the ωB97M-V functional and the def2-TZVPD basis", "relative_energy_kcal_mol": 33.33, "homo_lumo_gap_ev": 5.599, "charge": 1, "elements": ["Pb", "I", "C", "C", "C", "C", "C", "C", "C", "C", "C", "C", "H", "H", "H", "H", "H", "H", "O", "N", "O", "C", "C", "C", "C", "C", "C", "N", "C", "C", "N", "C", "C", "C", "C", "H", "H", "H", "H", "H", "H", "H", "N", "C", "N", "C", "C", "C", "C", "C", "C", "S", "H", "H", "H", "H", "H", "H", "C", "O", "C", "O", "H", "H", "H", "O", "S", "O", "N", "C", "O", "C", "C", "C", "C", "C", "C", "H", "H", "H", "H"], "coordinates": [[0.83, 1.16, -0.50], [4.08, 1.41, -0.53], [4.49, 1.13, 1.51], [5.17, 2.15, 2.11], [5.26, 2.22, 3.52], [4.56, 1.33, 4.28], [3.84, 0.27, 3.68], [3.06, -0.59, 4.49], [2.34, -1.61, 3.94], [2.48, -1.89, 2.57], [3.26, -1.11, 1.75], [3.88, 0.08, 2.27], [5.62, 2.93, 1.52], [5.83, 3.02, 3.98], [4.54, 1.42, 5.36], [3.05, -0.41, 5.56], [1.73, -2.25, 4.57], [2.04, -2.79, 2.16], [-3.69, -4.00, 3.81], [-3.44, -3.68, 2.67], [-3.97, -4.14, 1.68], [-2.43, -2.61, 2.48], [-2.25, -1.78, 3.53], [-1.36, -0.67, 3.43], [-1.13, 0.21, 4.50], [-0.25, 1.25, 4.34], [0.37, 1.40, 3.09], [0.17, 0.60, 2.08], [-0.68, -0.44, 2.22], [-0.87, -1.35, 1.10], [-0.20, -1.10, -0.04], [-0.29, -1.94, -1.05], [-1.05, -3.10, -0.99], [-1.77, -3.36, 0.14], [-1.72, -2.46, 1.23], [-2.80, -1.95, 4.44], [-1.64, 0.05, 5.44], [-0.04, 1.94, 5.14], [1.07, 2.22, 2.93], [0.26, -1.67, -1.95], [-1.08, -3.78, -1.84], [-2.39, -4.25, 0.20], [0.25, 4.48, -2.35], [-0.93, 3.93, -2.00], [-1.05, 2.95, -1.15], [-2.40, 2.61, -1.00], [-2.88, 1.60, -0.17], [-4.24, 1.36, -0.13], [-5.12, 2.11, -0.92], [-4.65, 3.12, -1.74], [-3.29, 3.35, -1.77], [-2.41, 4.54, -2.69], [1.11, 4.03, -2.09], [0.30, 5.10, -3.14], [-2.20, 1.03, 0.45], [-4.63, 0.58, 0.51], [-6.18, 1.90, -0.88], [-5.33, 3.70, -2.34], [3.07, -3.18, -1.29], [2.71, -2.47, -0.09], [3.68, -1.73, 0.46], [4.78, -1.62, -0.02], [2.13, -3.37, -1.81], [3.54, -4.13, -1.02], [3.74, -2.59, -1.89], [0.30, -1.21, -6.00], [1.44, -0.08, -6.15], [0.18, 0.90, -6.36], [1.98, 0.19, -4.70], [1.01, 0.30, -3.74], [1.44, 0.51, -2.55], [-0.37, 0.16, -4.08], [-1.44, 0.28, -3.17], [-2.74, 0.16, -3.56], [-3.00, -0.11, -4.94], [-2.02, -0.23, -5.86], [-0.64, -0.09, -5.49], [-1.23, 0.48, -2.13], [-3.55, 0.26, -2.86], [-4.03, -0.22, -5.26], [-2.23, -0.43, -6.90]]}